Entry 1:
Here is a single H3N5 molecule in a non-equilibrium geometry from the Open Molecules 2025 dataset. Energies are from ωB97M-V/def2-TZVPD.

The geometry in XYZ format:
```
8
Properties=species:S:1:pos:R:3:forces:R:3:mulliken_charge:R:1
N 0.16897 1.29829 -0.25798 -1.61 2.33 2.98 0.323
N 0.58573 0.59406 -1.11144 1.92 -0.23 -4.16 -0.295
N -0.21135 0.98162 0.88279 1.90 -3.66 -0.17 -0.411
N 0.25453 -0.84243 -0.89054 -3.73 -2.13 0.80 0.000
N -0.00413 -1.21823 0.33964 -0.54 0.60 0.11 -0.390
H -0.82008 1.46228 1.46687 -1.38 1.74 0.35 0.194
H -0.76293 -0.97816 -1.43383 3.45 0.50 1.27 0.303
H 0.78926 -1.29742 1.00449 -0.01 0.84 -1.17 0.274
```
Forces are in eV/Å.

Calculated values
E_tot: -7493.1654 eV
total charge: 0

Entry 2:
Here is a single H3NO molecule in a non-equilibrium geometry from the Open Molecules 2025 dataset. Energies are from ωB97M-V/def2-TZVPD.

The geometry in XYZ format:
```
5
Properties=species:S:1:pos:R:3:forces:R:3:mulliken_charge:R:1
N -0.55493 -0.24679 -0.33234 0.72 -2.03 1.81 -0.406
O 0.87038 -0.28257 -0.27418 0.84 -0.85 -0.96 -0.389
H -0.80809 -0.58926 0.61844 -0.23 -0.02 -0.90 0.256
H -0.75571 0.69591 -0.26548 -0.96 2.56 -0.29 0.237
H 1.24835 0.42271 0.25357 -0.37 0.34 0.35 0.302
```
Forces are in eV/Å.

Calculated values
E_tot: -3584.1310 eV
total charge: 0
SMILES: NO

Entry 3:
Here is 2 unconnected molecules or ions with the total composition H3NO2S2 in a non-equilibrium geometry from the Open Molecules 2025 dataset. Energies are from ωB97M-V/def2-TZVPD.

The geometry in XYZ format:
```
8
Properties=species:S:1:pos:R:3:forces:R:3:mulliken_charge:R:1
N -0.63848 1.68548 -0.29562 2.45 0.91 -2.18 -0.395
O 0.59522 -1.38603 -1.09717 1.27 -2.08 -1.71 -0.584
O 0.84535 0.47817 1.43886 -0.21 0.01 -0.22 -0.222
S -0.51966 -0.29105 2.04968 0.57 0.63 -0.43 -0.176
S 0.78802 1.47553 0.14663 -0.42 -0.76 0.83 0.502
H 0.59912 -2.21768 -1.67516 0.14 1.82 1.26 0.284
H -1.35527 1.53800 0.32513 -2.37 -0.80 2.01 0.273
H -0.31431 -1.28241 -0.89236 -1.44 0.26 0.44 0.317
```
Forces are in eV/Å.

Calculated values
E_tot: -27300.8524 eV
total charge: 0

Entry 4:
Here is a single H3NO2S2 molecule in a non-equilibrium geometry from the Open Molecules 2025 dataset. Energies are from ωB97M-V/def2-TZVPD.

The geometry in XYZ format:
```
8
Properties=species:S:1:pos:R:3:forces:R:3:mulliken_charge:R:1
N 1.62874 -0.42908 0.08038 -2.65 -2.77 2.56 -0.496
O -0.96008 -0.56127 0.67677 -1.00 -0.55 -0.37 -0.322
O -2.49627 0.92425 -1.01516 0.10 -0.45 -0.36 -0.449
S -2.01517 0.76044 0.33800 2.98 0.99 1.08 0.465
S 0.09352 -1.11923 -0.45827 2.23 0.58 0.52 0.145
H 2.14793 0.00600 -0.56739 1.44 2.49 -3.36 0.246
H 2.31876 -1.05556 0.51143 -1.15 -0.27 0.20 0.250
H -0.71743 1.47446 0.43425 -1.94 -0.02 -0.27 0.160
```
Forces are in eV/Å.

Calculated values
E_tot: -27301.5590 eV
total charge: 0

Entry 5:
Here is 2 unconnected molecules or ions with the total composition H3NO3 in a non-equilibrium geometry from the Open Molecules 2025 dataset. Energies are from ωB97M-V/def2-TZVPD.

The geometry in XYZ format:
```
7
Properties=species:S:1:pos:R:3:forces:R:3:mulliken_charge:R:1
N 1.33790 -2.04405 -0.20586 -0.12 0.91 -0.01 -0.003
O 1.35648 -0.83573 -0.21187 0.15 -1.19 -0.05 -0.207
H 2.30225 -2.42003 -0.43430 -0.08 0.30 0.04 0.218
O -0.99695 1.89644 -0.13643 -0.58 -0.63 -0.17 -0.339
O -1.61329 0.76365 0.52590 0.24 0.06 -0.38 -0.348
H -0.30681 2.12118 0.48747 0.34 0.03 0.33 0.335
H -1.33070 0.01232 -0.03298 0.05 0.53 0.23 0.343
```
Forces are in eV/Å.

Calculated values
E_tot: -7675.4389 eV
total charge: 0
SMILES: N=O.OO

Entry 6:
Here is a molecular structure, H3NO3P2 in a non-equilibrium geometry from the Open Molecules 2025 dataset. Energies are from ωB97M-V/def2-TZVPD.

The geometry in XYZ format:
```
9
Properties=species:S:1:pos:R:3:forces:R:3:mulliken_charge:R:1
N -0.53204 0.06277 0.54780 -1.30 0.43 0.66 -0.593
O -0.52438 -1.24029 2.87254 0.10 -0.48 0.43 -0.801
O -2.47355 0.30637 1.96684 0.75 0.75 0.00 -0.426
O -2.23105 -2.05283 1.08378 0.71 -0.26 -0.01 -0.812
P -1.44549 1.36172 1.14873 1.31 -1.12 0.67 -0.076
P -1.33486 -0.97640 1.64453 -0.68 0.62 -0.89 0.806
H 1.31784 1.24216 -0.73270 -0.71 1.53 -1.50 -0.072
H -0.55052 1.78564 2.40425 -0.85 0.02 -0.81 -0.072
H 1.15205 1.82207 -1.30450 0.67 -1.49 1.46 0.045
```
Forces are in eV/Å.

Calculated values
E_tot: -26259.0730 eV
total charge: -2

These records have ΔE to the lowest compared entry with this formula, charge and spin values of 1.510, 0.162, 1.595, 0.888, 2.978, 0.719 eV, in the order they appear.